C13H30N2NiO7 | wB97M-V/def2-TZVPD

Output
maximum force: 10.2 eV/A
HOMO energy (spin up / spin down): -6.7 / -6.6 eV
E_LUMO (spin up / spin down): 0.4 / 0.4 eV
frontier orbital gap (spin up / spin down): 7.17 / 7.06 eV
spin multiplicity: 3
E_tot: -72317.1035 eV
expectation value of S²: 2.01

Positions of all 53 atoms, in Å:
Ni 0.3052 -1.3019 -0.7444
O 1.6868 -1.9049 -2.3716
O -4.3867 0.8892 0.0381
O 1.5546 -3.0091 -0.6029
O -0.0691 -2.9887 -2.0552
O 3.2451 1.7072 1.7780
O -0.3329 0.3273 -2.1354
O 0.1788 -1.8331 1.7460
N 1.4465 0.3643 0.1399
N -1.7773 -1.5534 -0.4012
C 1.2308 -3.0141 -1.8902
C 3.6488 1.4843 0.4450
C -4.6620 2.2130 0.4715
C -3.0351 0.6587 -0.2342
C -0.8242 0.2986 -3.4599
C -0.9387 -2.7251 1.6810
C -2.0339 -1.9080 1.0278
C -2.8193 -0.6963 -0.9368
C 2.8707 0.3063 -0.1868
C 1.2279 -2.2093 2.5967
C 0.4936 1.4472 -1.7923
C 0.7183 1.5914 -0.2954
C 4.2039 2.3692 2.5393
H -3.8654 -1.0408 -0.9332
H -2.7162 -0.5617 -2.0121
H -0.2654 1.7148 0.1590
H -1.6194 1.0382 -3.5653
H -2.3737 -1.0338 1.5798
H 2.8958 0.5381 -1.2544
H 0.0454 2.3418 -2.2475
H -1.8626 -2.3818 -0.9916
H -1.1386 -0.7016 -3.7545
H 0.9941 -2.3236 3.6577
H 3.3250 -0.6500 0.0581
H -0.0399 0.4672 -4.2052
H -2.4307 0.8140 0.6678
H -2.9384 -2.5253 1.1352
H 3.3697 2.4087 -0.0818
H -0.6485 -3.6028 1.0996
H -4.2797 2.4344 1.4679
H 1.1864 2.5519 -0.0701
H 5.0415 1.8476 3.0178
H -4.3606 2.8857 -0.3360
H 4.5670 3.2963 2.0859
H 4.7040 1.3972 0.1712
H -1.3338 -3.0306 2.6532
H -5.7499 2.2798 0.4899
H 1.3204 1.3350 -2.5051
H 1.6691 -3.1195 2.1735
H 3.7252 2.6911 3.4730
H 2.0134 -1.4592 2.4891
H 1.5389 0.4327 1.1535
H -2.7047 1.4436 -0.9325

Atoms 1-6, force components in eV/Å:
1.18 -0.99 -1.91
3.21 0.35 -3.51
-0.43 -0.46 0.46
1.12 -3.60 1.59
-1.88 -3.41 -1.26
1.03 -1.11 0.17



C19H30Br2N5O9 | wB97M-V/def2-TZVPD

Output
maximum force: 8.3 eV/A
HOMO energy: -11.9 eV
E_LUMO: -4.2 eV
frontier orbital gap: 7.68 eV
net charge: +1
spin multiplicity: 1
E_tot: -186134.8298 eV

Positions of all 65 atoms, in Å:
Br 4.0216 2.1238 0.1548
Br 1.2181 1.2640 -0.6787
O 5.6394 -2.1817 1.6598
O 6.3425 -2.6473 3.7969
O -9.7391 0.9579 -3.2419
O 9.9425 -7.1077 0.5705
O 8.3711 -5.5994 0.2874
O 4.7711 -1.1390 3.5138
O 9.2394 -6.6421 -1.5666
O -8.5783 -0.0878 -4.7857
O -10.8685 -0.2659 -4.8246
N -1.5617 1.6122 1.2571
N -8.1268 4.5611 0.0750
N -0.0394 3.5597 0.5598
N -3.5565 2.8461 0.8335
N -2.5894 3.7940 0.5373
C 1.2073 2.6912 0.7793
C -7.2710 4.8140 1.2668
C 3.9140 -0.3898 2.6544
C -4.9628 3.3755 0.6265
C -5.7838 4.3488 1.6410
C 2.6149 3.5559 0.5173
C 7.5140 -4.8501 -0.5720
C -9.8339 0.1582 -4.3340
C -5.8765 3.0240 -0.6745
C -7.3374 3.6670 -0.8165
C 5.5895 -2.0071 2.8672
C -1.2966 3.0366 0.7662
C -3.0700 1.4896 1.2941
C 3.0082 4.3129 1.9173
C 9.1895 -6.4675 -0.3592
C -10.9931 1.3017 -2.6557
C -8.5231 -0.9232 -5.9404
C 7.2575 -3.5989 3.2570
C 10.8575 -8.0593 0.0306
H -5.4590 2.3016 -1.5067
H 10.3211 -8.8536 -0.4985
H 2.1513 5.1019 2.1276
H -11.6109 1.8606 -3.3659
H 3.3049 0.2712 3.2773
H -7.4724 -1.0530 -6.2138
H 7.8064 -4.0495 4.0884
H -10.7978 1.9424 -1.7913
H 0.0357 4.5640 0.2496
H 2.4522 4.2645 -0.4023
H -5.2823 4.7047 2.6458
H 4.5008 0.2287 1.9677
H 6.7211 -4.3932 2.7280
H -7.9170 3.3821 -1.8234
H 6.8438 -5.5161 -1.1250
H -11.5157 0.4047 -2.3081
H 7.9780 -3.1087 2.5942
H 3.0064 3.5026 2.7748
H 3.2438 -1.0557 2.1014
H 8.1008 -4.2317 -1.2587
H 6.9049 -4.1892 0.0509
H -3.7289 0.5660 1.5816
H 11.5780 -7.5690 -0.6322
H -8.9470 -1.9092 -5.7243
H -2.7349 4.7745 0.2060
H -9.0422 -0.4532 -6.7820
H 1.2241 2.1482 1.8158
H 4.0458 4.8518 1.8564
H -7.8079 5.4950 2.0910
H 11.4064 -8.5099 0.8620

Atoms 1-6, force components in eV/Å:
-0.38 1.99 0.34
-1.19 0.72 0.91
-0.14 0.30 1.61
-0.89 0.80 -0.68
0.24 -0.51 -0.75
-0.71 0.64 -0.56



C16H14BCuF5N6S | wB97M-V/def2-TZVPD

Output
maximum force: 3.7 eV/A
HOMO energy (spin up / spin down): -14.8 / -14.5 eV
E_LUMO (spin up / spin down): -12.0 / -11.9 eV
frontier orbital gap (spin up / spin down): 2.80 / 2.61 eV
net charge: +2
spin multiplicity: 2
E_tot: -95478.0478 eV
expectation value of S²: 0.93
relative energy (zero: lowest compared OMol25 entry of this formula, charge and spin): 0.255 eV

Positions of all 44 atoms, in Å:
Cu 0.3573 -0.0492 0.4557
S 0.7327 -1.9840 1.5728
F 1.7326 -4.4372 -2.8460
F 0.3779 -2.5519 -1.4311
F 3.5717 -6.0467 -1.5909
F 4.1056 -5.7171 1.0828
F 2.7307 -3.8407 2.5168
N -0.7066 0.6795 -1.3792
N -1.7145 1.6279 -1.2813
N -1.6626 -0.2702 0.9189
N -2.5533 0.7898 0.8647
N -0.9113 2.6617 0.8354
N 0.1865 1.8383 1.0192
C 1.9884 -4.2860 -1.5285
C -2.3232 -1.3356 1.4025
C 2.9364 -5.0915 -0.8912
C 0.7528 3.9215 1.5873
C -3.6486 -0.9575 1.6866
C 1.5232 -3.1427 0.5892
C 2.5315 -0.0127 -0.1389
C -2.1937 1.9132 -2.5109
C -3.7506 0.3896 1.3442
C -0.5884 3.9170 1.2174
C -0.5633 0.3915 -2.6723
C 2.4895 -3.9835 1.1949
C -1.4872 1.1415 -3.4284
C 1.1994 2.5992 1.4661
C 1.2974 -3.3328 -0.7945
C 3.1916 -4.9335 0.4727
B -2.1760 2.1080 0.1370
H -1.3289 4.7045 1.1999
H -1.8320 -2.2956 1.5318
H 3.4706 0.5723 -0.1108
H 2.0940 0.1746 -1.1279
H -3.0673 2.8943 0.0719
H -4.5660 1.0968 1.3825
H -4.4197 -1.5952 2.0751
H 2.1778 2.1723 1.6381
H 1.3562 4.7571 1.8830
H 0.1713 -0.3240 -3.0124
H -1.6218 1.1141 -4.4896
H -2.9962 2.6334 -2.6264
H 1.9331 0.3743 0.7348
H 2.8266 -1.0563 -0.0005

Atoms 1-6, force components in eV/Å:
-3.50 1.02 -0.73
0.79 -1.71 -0.86
0.46 0.12 1.85
1.41 -1.10 1.03
-1.20 1.97 1.40
-1.26 1.07 -0.92



C34H61BrCl21N3O2S2 | wB97M-V/def2-TZVPD

Output
maximum force: 4.8 eV/A
HOMO energy: -8.3 eV
E_LUMO: -0.8 eV
frontier orbital gap: 7.45 eV
spin multiplicity: 1
E_tot: -399492.6786 eV

Positions of all 124 atoms, in Å:
Br -3.0041 -0.8078 2.0798
Cl -3.4420 -3.0157 -7.9912
Cl -6.0018 5.6153 1.5400
Cl -0.0153 -2.7083 -2.9636
Cl 2.5442 -3.9165 4.4025
Cl -6.3172 -2.6264 -8.0986
Cl -4.5498 -0.3281 -7.9572
Cl 7.3160 -1.3735 6.9653
Cl 4.8798 -2.2006 4.1930
Cl 11.5852 2.1770 6.6948
Cl 3.7826 -3.1319 -4.1868
Cl -5.4229 3.1555 0.1109
Cl -0.5989 -4.2591 -5.3484
Cl -0.1375 -5.6028 -2.8111
Cl 5.2056 -5.0519 4.6331
Cl 13.0366 -0.3313 6.8660
Cl 13.7351 1.6126 4.8247
Cl 8.5519 0.7073 5.3625
Cl 5.9516 -1.2395 -3.8313
Cl -4.3584 5.6811 -0.8539
Cl 9.6120 -1.9925 5.3004
Cl 5.2007 -3.0100 -1.6591
S -1.8740 2.9718 -1.3032
S -0.6209 0.2509 -1.3007
O -1.0139 -1.3888 3.8443
O -1.1821 4.2864 4.5717
N -1.1938 1.6057 1.9726
N -0.5539 1.9177 -3.4302
N -2.5801 2.3269 4.4801
C -5.4197 -1.8829 -2.1852
C -1.0225 2.9209 2.6312
C -0.9355 1.6311 -2.0896
C -2.5956 1.5685 5.7376
C 2.8367 -2.5671 1.1488
C -1.3216 2.9136 4.1429
C -2.5976 0.8850 -4.4941
C -1.0317 0.9627 -4.4256
C -0.3943 0.5342 2.5812
C -0.6576 4.0693 -0.4830
C 12.4241 0.9208 5.7839
C 3.6922 -1.9814 0.0191
C 5.3419 -2.8398 -3.4094
C -1.1449 4.7608 0.8143
C -3.2689 0.1737 5.6511
C 2.8831 0.9391 -2.4592
C -3.1134 -0.4018 -3.8398
C 0.2840 -4.2166 -3.8177
C 0.8809 2.2111 -3.5516
C -5.0504 -2.0431 -3.6768
C 1.6170 -3.3463 0.6443
C 1.8243 0.9776 -3.6034
C 4.1948 -3.6419 4.9556
C -4.8287 -2.9648 -1.2582
C -1.2812 -0.6297 3.0426
C -1.9056 3.9263 1.8540
C -4.7466 -1.9728 -8.5661
C -5.7134 4.8884 -0.0430
C -2.3505 4.8599 5.1305
C -4.9836 -4.3975 -1.7840
C 8.1530 -1.0092 5.4571
C 3.0918 -0.5008 -1.9611
C 3.2173 -0.5804 -0.4284
C -4.5458 -0.7401 -4.3101
H -5.0108 -0.9246 -1.8459
H -0.6412 1.2318 -5.4091
H -2.0976 5.9034 5.3382
H -2.9560 1.7691 3.7213
H -4.6418 -5.0653 -0.9892
H 1.9362 -4.2846 0.1890
H -2.7113 3.3304 1.4235
H 0.2303 0.1027 1.7934
H -3.6707 0.0016 4.6548
H -4.7004 -1.9397 -9.6468
H -5.2088 0.0688 -3.9881
H 6.0451 -3.5791 -3.7702
H -2.6249 4.4170 6.0895
H 3.4379 -3.2564 1.7394
H 0.0290 3.2304 2.5155
H 2.2682 -1.1704 -2.2292
H -1.6108 1.4624 6.2011
H -4.5276 -0.8458 -5.3972
H 1.3425 -4.2505 -4.0227
H 4.1726 -3.4776 6.0253
H -6.5991 5.0309 -0.6484
H -6.0121 -4.6480 -2.0395
H -5.9581 -2.3205 -4.2212
H 3.9417 0.1764 -0.1212
H 3.8430 1.3476 -2.7707
H 2.3927 1.0420 -4.5348
H -4.3116 -4.5776 -2.6230
H 2.4586 1.5115 -1.6273
H 7.4906 -1.2514 4.6361
H 3.7424 -2.6452 -0.8505
H 2.5219 -1.7513 1.8067
H -0.4527 4.8735 -1.1917
H -2.3887 4.6353 2.5244
H 11.7124 0.4637 5.1068
H 2.2329 -0.4075 0.0106
H -4.3397 -2.8538 -3.8448
H -3.0359 1.7866 -4.0644
H -0.2497 5.1804 1.2781
H 1.3124 0.0235 -3.5614
H -2.8510 0.8439 -5.5572
H -2.5755 -0.6006 5.9634
H 0.3019 3.5622 -0.3537
H 0.9654 -3.5977 1.4837
H 1.0107 2.8113 -4.4551
H -6.5050 -1.8302 -2.0849
H 1.0184 -2.7653 -0.0638
H 1.2140 2.8432 -2.7243
H -5.3810 -2.8966 -0.3163
H 3.9968 -0.9639 -2.3718
H -3.1925 4.8918 4.4398
H -0.4909 2.3933 4.6401
H -2.4978 -1.2725 -4.0567
H -1.7828 5.5934 0.5195
H -3.7845 -2.7279 -1.0512
H 0.2861 0.8686 3.3646
H -0.7004 -0.0633 -4.2406
H -0.7964 1.7266 1.0482
H -3.1959 2.1498 6.4486
H -4.1223 0.1432 6.3282
H -3.1870 -0.2585 -2.7587
H 4.7157 -1.8948 0.3968

Atoms 1-6, force components in eV/Å:
0.04 -0.02 -0.25
-0.01 0.05 -0.01
-0.01 0.00 -0.03
-0.10 0.12 0.03
0.02 0.03 0.11
0.03 0.02 -0.02